Entry 1:
This record from the OMol25 dataset describes the molecule H2OS2. The level of theory is wB97M-V/def2-TZVPD.

Geometry as XYZ:
```
5
Properties=species:S:1:pos:R:3:mulliken_charge:R:1
H -1.0500 -0.9469 -0.6174 0.2025
H -0.5079 0.0522 0.9635 0.2541
O 1.6527 1.0184 -0.1439 -0.3946
S -1.2694 0.2771 -0.1168 -0.2580
S 1.1746 -0.4007 -0.0854 0.1961
```

Computed properties:
Energy above the lowest of the compared OMol25 structures with the same formula, charge and spin, eV: 2.451

Entry 2:
This record from the OMol25 dataset describes a cluster of 3 separate species, C3H7O2 in total. The level of theory is wB97M-V/def2-TZVPD.

Geometry as XYZ:
```
12
Properties=species:S:1:pos:R:3:mulliken_charge:R:1
C -0.4687 -2.0170 -0.4839 -0.0049
O -0.9758 -2.8627 -1.1829 -0.4842
H -0.0400 -1.1513 -1.0005 0.1755
H -0.5027 -1.9811 0.6113 0.2573
H -3.0588 0.8976 -1.7497 0.0088
C 1.7470 0.9429 1.5521 -0.8980
C 0.8473 1.2377 0.5437 -0.1039
O -0.3117 0.8038 0.2985 -0.7215
H 2.8029 1.1575 1.4799 0.2290
H 1.4014 0.3796 2.4186 0.2534
H 1.2422 1.9967 -0.1725 0.2946
H -2.6831 0.5965 -2.3146 -0.0060
```

Computed properties:
Charge: -1
Energy above the lowest of the compared OMol25 structures with the same formula, charge and spin, eV: 3.285

Entry 3:
This record from the OMol25 dataset describes a cluster of 2 separate species, C11H19N2O7PS in total. The level of theory is wB97M-V/def2-TZVPD.

Geometry as XYZ:
```
41
Properties=species:S:1:pos:R:3:mulliken_charge:R:1
C 1.6326 3.1315 -2.6272 -0.7446
S 3.1040 3.6594 -1.6195 1.0652
O 3.1462 5.1749 -1.5604 -0.5950
O 4.3314 3.2517 -2.4165 -0.6475
N 3.2270 2.8963 -0.0866 -0.0512
C 3.0906 1.4184 -0.3364 0.3073
O 4.1265 0.8010 -0.6073 -0.4576
O 1.7857 0.8684 -0.2495 -0.0450
P 1.7481 -0.7705 -0.7706 0.4342
O 2.6723 -1.6952 0.0351 -0.5899
C 2.1427 3.2453 0.8827 0.4139
C 2.3612 2.5958 2.2825 -0.3384
C 1.2115 2.9319 3.2257 -0.4018
C 0.0749 3.8003 2.7422 -0.1735
N -0.1554 4.4537 1.5103 -0.5188
C 0.9289 4.1108 0.6639 -0.0468
H 0.6312 3.4208 -2.1730 0.3207
H 1.6807 3.5184 -3.7107 0.3906
H 1.6343 1.9828 -2.7259 0.1811
H 1.9270 -0.8998 -2.2051 0.1097
H 0.3944 -1.2306 -0.5249 0.0555
H 3.2416 1.9323 2.5443 0.4062
H 1.2176 2.5068 4.2772 0.3174
H -0.7667 3.9707 3.5103 0.3041
H 0.8428 4.5937 -0.3778 0.2902
C -0.9728 -4.0468 0.4524 -0.8648
O -1.6159 -3.0613 -0.3497 -0.2464
C -2.4678 -3.6405 -1.3373 -0.5264
C -3.9331 -3.5410 -0.9311 -0.5379
O -4.2155 -4.3709 0.1931 -0.3745
C -4.3176 -3.6290 1.4003 -0.6682
H -0.4934 -3.5439 1.2939 0.2539
H -1.6853 -4.7778 0.8426 0.4123
H -0.2030 -4.5570 -0.1353 0.3273
H -2.1857 -4.6798 -1.5367 0.3548
H -2.3194 -3.0688 -2.2592 0.3576
H -4.5515 -3.9055 -1.7576 0.3620
H -4.2155 -2.5018 -0.7323 0.3340
H -5.2466 -3.0493 1.4036 0.3238
H -3.4638 -2.9607 1.5377 0.2631
H -4.3442 -4.3347 2.2325 0.2437
```

Computed properties:
Energy above the lowest of the compared OMol25 structures with the same formula, charge and spin, eV: 3.283
SMILES string: CS(=O)(=O)N(C(=O)O[PH2]=O)c1cccnc1.COCCOC

Entry 4:
This record from the OMol25 dataset describes the molecule CHBrF2N2O2. The level of theory is wB97M-V/def2-TZVPD.

Geometry as XYZ:
```
9
Properties=species:S:1:pos:R:3:mulliken_charge:R:1
O -1.7021 0.6812 -1.0332 -0.5453
N -1.0118 -0.2522 -0.7713 0.8663
O -1.2268 -1.4088 -0.9236 -0.4694
C 0.5150 0.2358 -0.2217 -0.0319
Br 1.7359 -0.6218 -1.3363 -0.0272
N 0.6677 -0.2897 1.0674 0.0989
F -0.6111 -0.2396 1.6419 -0.1810
F 1.3786 0.5912 1.8631 -0.1495
H 0.2545 1.3037 -0.2862 0.4391
```

Computed properties:
Energy above the lowest of the compared OMol25 structures with the same formula, charge and spin, eV: 0.576
SMILES string: O=[N+]([O-])[C@H](Br)N(F)F

Entry 5:
This record from the OMol25 dataset describes a cluster of 6 separate species, C35H33ClF41N2O11PS in total. The level of theory is wB97M-V/def2-TZVPD.

Geometry as XYZ:
```
125
Properties=species:S:1:pos:R:3:mulliken_charge:R:1
C -7.7045 -1.0383 1.7002 -1.3211
C -6.6140 -1.4840 0.6679 0.2886
O -5.4310 -1.7793 1.4497 -0.5889
C -6.3486 -0.4073 -0.4390 -0.9246
C -5.6073 -0.9561 -1.6866 0.7425
O -6.4823 -2.0374 -2.1410 -0.2000
N -7.6516 -1.5586 -2.7260 0.2046
O -7.9058 -2.1361 -3.7065 -0.3556
C -5.5464 -0.0052 -2.9652 0.0053
O -6.1607 0.9439 -3.1573 -0.4591
O -4.5565 -0.5364 -3.8037 -0.4152
C -3.6927 -1.4087 -3.0622 1.4855
N -4.0639 -2.8056 -3.5478 -0.6061
C -4.4893 -2.7507 -4.6805 0.2788
S -5.0644 -2.8975 -6.1357 -0.3404
P -1.9397 -1.2126 -3.7832 0.0229
O -1.4425 -2.7827 -4.1039 -0.5338
Cl -0.5314 -0.5263 -2.3947 -0.0214
C -4.0655 -1.3020 -1.5681 -0.7083
C -3.3443 -0.3301 -0.5974 -0.8748
C -3.1518 1.1176 -1.1419 0.4005
F -4.2705 1.9348 -0.9324 -0.3745
H -8.2844 -1.9519 1.9667 0.3233
H -8.4157 -0.2873 1.3084 0.3622
H -7.2303 -0.7115 2.6513 0.3101
H -6.9523 -2.4597 0.2562 0.2759
H -4.9625 -2.5027 1.0123 0.3241
H -7.3475 0.0200 -0.6829 0.6762
H -5.8107 0.4205 0.0761 0.2649
H -0.9746 -3.0923 -3.3095 0.5460
H -4.1004 -2.2658 -1.0178 0.8811
H -2.3671 -0.7991 -0.3399 -0.0012
H -3.8557 -0.2163 0.3846 0.7341
H -2.2637 1.6168 -0.7181 -0.2299
H -2.9937 1.0712 -2.2472 0.1090
F 1.0724 5.5252 2.3899 -0.2107
C 2.2756 5.9566 1.9669 0.0383
F 2.3794 7.2564 2.3473 -0.2602
C 2.4342 5.8464 0.4510 0.9921
F 1.5518 6.6480 -0.1844 -0.2900
F 3.6742 6.3246 0.1383 -0.3211
C 2.3428 4.4274 -0.1409 -0.8556
O 1.0909 4.0418 -0.7003 -0.3762
C 0.1204 3.5297 0.1535 0.5904
F 0.6538 3.2916 1.3659 -0.2974
F -0.2257 2.3208 -0.3505 -0.2000
C -1.1261 4.4137 0.2195 0.2102
F -0.8244 5.6534 0.6519 -0.2285
F -2.0242 3.8918 1.0872 -0.2495
H 3.0536 5.3916 2.4887 0.3167
H 3.0246 4.4154 -0.9919 0.4596
H 2.7334 3.6695 0.5397 0.3284
H -1.5938 4.4977 -0.7647 0.2682
F -1.1771 -5.0806 1.2996 -0.2273
C -0.7623 -5.4370 2.5350 0.2892
F -1.7568 -5.0876 3.3933 -0.2953
C 0.5416 -4.7350 2.9306 1.0409
F 0.3634 -3.3965 3.0044 -0.2795
F 0.8622 -5.1416 4.1926 -0.2432
C 1.7667 -5.0328 2.0454 -0.9734
O 2.0844 -4.0734 1.0388 -0.4158
C 1.4313 -4.1661 -0.1842 0.6367
F 0.7434 -5.3202 -0.2602 -0.2703
F 2.3956 -4.2375 -1.1266 -0.2999
C 0.5578 -2.9433 -0.4643 0.3230
F -0.3851 -2.7799 0.4833 -0.2529
F -0.0916 -3.0856 -1.6499 -0.2958
H -0.6621 -6.5152 2.5689 0.1807
H 2.6291 -5.0075 2.7124 0.4173
H 1.7525 -6.0484 1.6476 0.4204
H 1.1609 -2.0338 -0.5028 0.2105
F -0.0159 -10.6910 5.6571 -0.2304
C -0.2065 -9.8110 4.6576 0.0931
F 0.3409 -10.3602 3.5433 -0.2724
C 0.4469 -8.4591 4.9438 0.7999
F 1.7881 -8.5787 5.0290 -0.2832
F 0.2062 -7.6530 3.8599 -0.3816
C -0.0726 -7.7049 6.1831 -0.6980
O 0.6976 -7.8180 7.3749 -0.4324
C 0.4731 -8.9173 8.2006 0.7689
F -0.6251 -9.5840 7.7985 -0.2796
F 0.1875 -8.4204 9.4225 -0.2981
C 1.7024 -9.8209 8.3089 0.2072
F 2.0737 -10.2913 7.1005 -0.2163
F 1.4313 -10.8915 9.0901 -0.2548
H -1.2813 -9.7004 4.4845 0.3119
H -0.0140 -6.6453 5.9331 0.4098
H -1.1322 -7.8896 6.3657 0.3680
H 2.5459 -9.2756 8.7385 0.2463
F 5.8759 12.5604 1.9652 -0.2164
C 4.6263 12.1971 2.3159 0.1174
F 4.2309 13.0543 3.2903 -0.2753
C 4.5621 10.7591 2.8309 0.8554
F 5.2809 10.6229 3.9682 -0.2846
F 3.2661 10.5074 3.1703 -0.3285
C 4.9814 9.6596 1.8364 -0.3587
O 6.3130 9.1611 1.9536 -0.4225
C 7.3342 9.8528 1.3097 0.7881
F 6.8183 10.7869 0.4899 -0.2837
F 7.9574 8.9544 0.5149 -0.2948
C 8.3528 10.4319 2.2933 0.2100
F 7.7706 11.2860 3.1579 -0.2132
F 9.3081 11.1233 1.6284 -0.2610
H 3.9641 12.3373 1.4566 0.2802
H 4.3565 8.7961 2.0658 0.0658
H 4.7326 9.9156 0.8055 0.3999
H 8.8304 9.6351 2.8682 0.2338
F 2.0901 1.5411 -8.4156 -0.2039
C 2.3221 0.6607 -9.4093 0.0905
F 2.0481 1.3039 -10.5716 -0.2765
C 1.4528 -0.5911 -9.2902 0.8842
F 0.1440 -0.2821 -9.4176 -0.2608
F 1.7568 -1.3974 -10.3480 -0.3321
C 1.6493 -1.4361 -8.0173 -0.7484
O 0.7145 -1.2397 -6.9611 -0.3851
C 0.9454 -0.2028 -6.0637 0.6200
F 2.1785 0.3059 -6.2540 -0.3070
F 0.9601 -0.7688 -4.8309 -0.2029
C -0.1468 0.8667 -6.1146 0.5230
F -0.2412 1.4113 -7.3448 -0.2447
F 0.1395 1.8716 -5.2503 -0.2523
H 3.3853 0.4030 -9.4110 0.2798
H 1.4882 -2.4714 -8.3198 0.4174
H 2.6789 -1.4080 -7.6574 0.3158
H -1.1164 0.4415 -5.8519 0.0524
```

Computed properties:
SMILES string: C[C@H](O)C[C@@]1(ON=O)C(=O)O[C@@](N=C=S)(P(O)Cl)[C@H]1CCF.FC(F)C(F)(F)COC(F)(F)C(F)F.FC(F)C(F)(F)COC(F)(F)C(F)F.FC(F)C(F)(F)COC(F)(F)C(F)F.FC(F)C(F)(F)COC(F)(F)C(F)F.FC(F)C(F)(F)COC(F)(F)C(F)F

Entry 6:
This record from the OMol25 dataset describes a structure of composition C38H43CdN9O2S2. The level of theory is wB97M-V/def2-TZVPD.

Geometry as XYZ:
```
95
Properties=species:S:1:pos:R:3:mulliken_charge:R:1
Cd -1.3009 -0.0518 -0.6706 0.4567
N -6.1275 4.8989 4.0432 -0.5150
C -5.4396 3.7972 3.6086 1.2732
C -4.2492 3.5068 4.2890 -0.8263
C -3.4750 2.4732 3.8503 -0.5248
C -3.7660 1.8498 2.6302 -0.6668
C -4.9437 2.1713 1.9614 -0.2600
C -5.8507 3.0633 2.5205 -1.1139
S -2.6498 0.6253 2.1014 1.6350
O -3.3929 -0.3689 1.3584 -0.8856
O -1.9704 0.2144 3.2720 -0.7120
N -1.5061 1.1792 1.1099 0.9443
C -0.5737 2.1117 1.6080 -0.7037
N 0.6198 2.1375 1.0267 0.0849
C 1.4463 3.0576 1.3968 -0.1527
C 1.2349 3.8824 2.4632 -1.2397
C -0.0092 3.7214 3.0742 -0.3143
N -0.9559 2.8707 2.6847 -0.2361
H -5.9003 5.3117 4.9642 0.2152
H -7.1050 5.0554 3.7746 0.2153
H -3.8302 4.0556 5.1787 0.1915
H -2.5564 2.2491 4.3299 0.5804
H -5.2228 1.6150 1.0940 0.5535
H -6.7970 3.2761 2.0421 0.3052
H 2.3753 3.1976 0.8410 0.4998
H 1.9693 4.5407 2.8021 0.4919
H -0.2398 4.3837 3.8703 0.4819
N 0.9362 -1.3992 1.8209 -0.2925
C 0.1471 -2.2167 1.9498 -0.2434
C -0.9023 -3.1425 2.1831 0.6400
C -1.6975 -2.9250 3.3278 -0.6545
C -2.8358 -3.6068 3.5455 -0.5431
C -3.1466 -4.6338 2.6489 -0.4233
C -2.3086 -4.9728 1.6302 -0.8131
C -1.1707 -4.1899 1.3783 -0.1086
H -1.3938 -2.1272 3.9415 0.5325
H -3.4214 -3.5090 4.4952 0.3477
H -3.9482 -5.2802 2.9055 0.4349
H -2.5117 -5.8000 0.9849 0.4495
H -0.5576 -4.4560 0.5189 0.5645
N 0.0415 -6.9973 -3.5098 -0.5231
C -0.1632 -5.9808 -3.0290 -0.1469
C -0.4208 -4.6508 -2.5096 0.4003
C 0.6311 -3.8372 -2.0725 -0.5990
C 0.3746 -2.6101 -1.4547 1.0260
C -0.9390 -2.1411 -1.3328 -0.7981
C -1.9589 -2.9212 -1.9075 -0.3680
C -1.7441 -4.1884 -2.4704 -0.8421
H 1.6491 -4.2554 -2.0622 0.4132
H 1.2323 -2.0714 -1.0560 0.3771
H -2.9304 -2.5282 -1.9352 0.5979
H -2.5881 -4.7349 -2.8403 0.5156
C 6.2075 -0.1792 1.9270 -1.1343
C 4.8000 -0.5327 2.4677 -0.6767
C 3.7271 0.2328 1.7198 -0.5281
C 3.6420 -0.1581 0.2086 -0.3683
N 2.5535 0.6522 -0.3777 0.4975
C 2.1826 0.4522 -1.6470 -0.2578
S 0.7314 1.2024 -2.2220 -0.3691
N 2.8962 -0.3365 -2.5212 0.3535
C 2.5715 -0.8055 -3.8691 -1.2026
C 3.8501 -1.3301 -4.5527 -0.8718
C 4.8545 -0.2098 -4.8760 -0.3413
C 5.9657 -0.1047 -3.8335 -0.9865
H 7.0647 -0.7107 2.5136 0.3282
H 6.2708 0.9122 2.0315 0.2661
H 6.3030 -0.5477 0.9515 0.3129
H 4.7171 -0.2380 3.5459 0.3750
H 4.6526 -1.6358 2.4405 0.3262
H 3.7342 1.3074 1.8866 0.4509
H 2.7453 -0.1087 2.0802 0.0199
H 3.4684 -1.2163 0.0515 0.3668
H 4.5948 0.0196 -0.3141 0.4517
H 1.7065 0.9098 0.1916 -0.0546
H 3.5092 -1.0718 -2.1203 0.2739
H 2.1207 0.0079 -4.3831 0.6588
H 1.7737 -1.4807 -3.7942 0.3441
H 3.5438 -1.7955 -5.4985 0.3305
H 4.3353 -2.1254 -4.0507 0.5570
H 4.3178 0.7127 -4.8600 0.3219
H 5.3781 -0.2695 -5.8743 0.3081
H 5.5671 0.1430 -2.8406 0.0492
H 6.6263 0.7362 -4.0492 0.3841
H 6.4800 -1.0570 -3.6709 0.3237
C -3.3471 3.5643 -3.6442 -0.2020
C -3.2632 3.6588 -2.2692 -0.9641
C -2.8637 2.5609 -1.5401 -0.4557
N -2.5294 1.4098 -2.1381 0.0515
C -2.5832 1.2593 -3.4457 -0.1272
C -3.0799 2.3207 -4.2391 -0.6612
H -3.6792 4.4173 -4.2308 0.4064
H -3.4285 4.6532 -1.8657 0.3887
H -2.7302 2.5988 -0.4849 0.5284
H -2.2915 0.3183 -3.8308 0.4967
H -3.2519 2.2150 -5.3476 0.3083
```

Computed properties:
Energy above the lowest of the compared OMol25 structures with the same formula, charge and spin, eV: 1.426

E_tot for every record listed, in sequence, given in a.u.: -872.69333 -268.91930 -1806.06431 -3072.17445 -7584.75659 -3081.19585.
F_max for every record listed, in sequence, given in eV Å⁻¹: 1.8 1.5 8.7 3.5 4.5 3.1.